Record 1
ORCA calculation (ωB97M-V with the def2-TZVPD basis set) on C8H18BrN2O2S as an isolated structure.

ORCA input file:
```
! RIJCOSX wB97M-V def2-TZVPD def2/J DEFGRID3
* xyz 1 1
O -2.32837 0.97589 -0.65670
C -1.37342 1.84925 -1.23986
C -0.09289 1.13363 -1.74632
C -0.34710 -0.25123 -2.32261
N 0.39733 -1.40492 -1.67149
S 0.38762 -2.81731 -2.80300
Br 2.24979 -1.03176 -1.51065
C -0.20761 -1.84584 -0.34306
C -0.04270 -0.91521 0.84278
C 1.19843 -1.17138 1.72381
O 1.47404 -2.54437 1.89260
H -2.95228 0.69836 -1.32771
H -1.81260 2.47460 -2.01624
H -1.05315 2.52070 -0.44356
H 0.61379 1.14187 -0.92249
H 0.33539 1.74819 -2.53739
H -1.39198 -0.55123 -2.26167
H -0.06456 -0.27972 -3.37306
H -0.95304 -2.94126 -2.83910
H 0.19033 -2.83665 -0.13728
H -1.26781 -1.96410 -0.57220
H -0.92437 -1.09503 1.46188
H -0.08297 0.13476 0.57036
H 0.98989 -0.75618 2.70907
H 2.05864 -0.62229 1.33849
H 2.17511 -2.80130 1.29238
C 0.26501 2.13189 3.25692
C 0.87760 2.38933 1.95905
N 1.38230 2.64127 0.95965
H 0.99969 2.28455 4.04476
H -0.56911 2.81344 3.40992
H -0.10046 1.10806 3.30219
*
```

## Properties
F_max = 0.7 eV/A
HOMO-LUMO gap = 9.026 eV
E = -96531.6069 eV
HOMO level = -13.87 eV

---

Record 2
ORCA calculation (ωB97M-V with the def2-TZVPD basis set) on C8H18BrN4O6P2S2 as an isolated structure in a non-equilibrium geometry.

ORCA input file:
```
! RIJCOSX wB97M-V def2-TZVPD def2/J DEFGRID3
* xyz 1 1
C 3.13797 -2.18135 -0.07977
C 2.01152 -1.52418 -0.12947
C 1.75669 -0.42804 0.90944
N 0.85435 0.67185 0.45685
C 0.44706 0.72687 -0.86612
N 1.23865 1.02318 -1.87514
S 0.54670 1.02749 -3.48188
P 2.93583 1.48154 -1.78144
O 3.15030 2.44436 -2.83914
O 3.28903 2.16359 -0.40627
O 3.82165 0.19024 -2.08633
N -0.89549 0.46586 -0.96260
C -1.45412 0.19735 0.39449
C -2.91024 0.71241 0.44779
N -3.69546 0.39012 -0.75961
S -1.46346 -1.67949 0.41987
C -3.10534 -2.35907 0.70635
O -1.07384 -2.11465 -0.89917
O -0.57865 -2.24788 1.39378
C -0.36733 0.92843 1.19599
Br -0.53752 2.92653 0.97754
P -0.38520 0.80315 3.07487
O -1.02536 -0.41989 3.57552
H 3.35798 -2.97198 -0.79521
H 3.90199 -1.94630 0.66227
H 1.28888 -1.81611 -0.89503
H 2.74122 0.00920 1.13591
H 1.42006 -0.93187 1.82501
H 0.13961 2.32799 -3.53999
H 3.74022 3.01232 -0.55859
H 3.23014 -0.48211 -2.47287
H -1.33370 1.25244 -1.44594
H -2.99284 1.79665 0.58301
H -3.42073 0.26403 1.31455
H -3.27341 -0.35359 -1.30484
H -3.86690 1.21654 -1.31701
H -3.81189 -2.12197 -0.09516
H -3.52196 -1.98198 1.65147
H -3.03292 -3.44747 0.80701
H -1.17832 1.90910 3.47261
H 0.91487 1.06671 3.58726
*
```

## Properties
F_max = 3.8 eV/A
HOMO-LUMO gap = 9.227 eV
E = -137116.4513 eV
HOMO level = -13.24 eV

---

Record 3
ORCA calculation (ωB97M-V with the def2-TZVPD basis set) on C8H18Cl12N2O4 as an isolated structure in a non-equilibrium geometry.

ORCA input file:
```
! RIJCOSX wB97M-V def2-TZVPD def2/J DEFGRID3
* xyz 0 1
C -1.09280 0.01528 -2.35090
N -2.23388 0.86778 -1.94798
O -2.77745 1.52057 -2.81100
O -2.51836 0.91267 -0.76311
H -0.76325 -0.57031 -1.50229
H -0.28605 0.65151 -2.70712
H -1.37930 -0.60284 -3.19818
C 3.39923 0.49027 -0.12199
N 4.08604 -0.76817 0.21936
O 4.10230 -1.61423 -0.64796
O 4.55338 -0.87363 1.33253
H 2.59417 0.59294 0.60559
H 3.00385 0.43812 -1.12814
H 4.02948 1.36243 0.02912
C -3.40498 3.98901 -1.72145
Cl -3.21296 3.88844 -3.48295
Cl -2.42782 5.31191 -1.08623
H -4.42638 4.20269 -1.42955
H -3.07276 3.02978 -1.34041
C -5.27232 -0.60569 2.03127
Cl -7.03845 -0.70079 1.73607
Cl -4.60262 0.86137 1.29405
H -5.05244 -0.68725 3.08725
H -4.86521 -1.44262 1.47657
C 3.34269 1.57708 3.62760
Cl 1.63995 1.26594 3.26611
Cl 3.99899 2.82006 2.52602
H 3.52506 1.93317 4.63407
H 3.88416 0.65319 3.45078
C 1.26247 -3.55835 1.73123
Cl 1.75206 -2.64182 3.16060
Cl 2.67833 -3.98418 0.75030
H 0.79745 -4.49787 2.00618
H 0.62746 -2.97854 1.07111
C -0.87801 0.52516 0.48801
Cl -0.50183 1.95915 -0.44635
Cl 0.18160 -0.78799 -0.13067
H -0.71453 0.75686 1.53363
H -1.90240 0.23751 0.28020
C 1.65243 -2.72573 -2.62899
Cl 2.09299 -1.18158 -3.37306
Cl 3.03452 -3.83374 -2.64018
H 1.28967 -2.63942 -1.61095
H 0.89554 -3.16816 -3.26821
*
```

## Properties
F_max = 8.0 eV/A
HOMO-LUMO gap = 9.838 eV
E = -170017.1160 eV
HOMO level = -10.37 eV

---

Record 4
ORCA calculation (ωB97M-V with the def2-TZVPD basis set) on C8H18Cl2NdO2PS as an isolated structure in a non-equilibrium geometry.

ORCA input file:
```
! RIJCOSX wB97M-V def2-TZVPD def2/J DEFGRID3
* xyz 2 4
C -2.46297 2.45966 0.56330
C -1.19360 1.85095 0.33426
H -2.42654 3.54821 0.69486
H -2.91697 1.99983 1.46515
H -3.09380 2.22297 -0.29797
O -0.04672 1.86078 0.71772
Cl -2.37443 -0.54760 0.15708
Nd 0.19964 -1.14799 0.15784
P -0.35521 0.58667 -2.19531
C 0.97569 1.36840 -3.15521
C -0.61682 -0.90235 -3.25451
H -2.69481 1.15487 -2.37111
H -1.74938 1.56669 -3.85635
H -1.66396 2.61049 -2.39206
C -1.76080 1.57961 -2.75545
H -1.34262 -1.58687 -2.79639
H -0.97529 -0.55223 -4.23379
H 0.59992 1.55708 -4.16496
H 1.85212 0.71731 -3.18267
H 0.31368 -1.46540 -3.37359
H 1.26888 2.30236 -2.67213
C 2.10972 0.44549 -0.30380
O 3.00838 1.16782 -0.41278
Cl 1.27370 -3.29540 -0.70226
C 0.32031 -0.83923 4.46094
S 1.10115 -0.51878 2.86107
C 2.26413 -1.88938 2.68125
H -0.54692 -0.18425 4.56882
H 1.01912 -0.61886 5.28087
H 0.00483 -1.88257 4.53843
H 3.08363 -1.73878 3.39603
H 1.76161 -2.85211 2.84710
H 2.69146 -1.90388 1.66339
*
```

## Properties
F_max = 8.0 eV/A
HOMO-LUMO gap (alpha / beta) = 6.673 / 6.693 eV
E = -73114.0812 eV
HOMO level (alpha / beta) = -16.30 / -16.32 eV

---

Record 5
ORCA calculation (ωB97M-V with the def2-TZVPD basis set) on C8H18Cl2O2PPmS as an isolated structure in a non-equilibrium geometry.

ORCA input file:
```
! RIJCOSX wB97M-V def2-TZVPD def2/J DEFGRID3
* xyz 2 5
C -4.99775 0.28664 -3.28611
C -3.94593 0.31299 -2.25832
H -4.60477 0.69712 -4.22310
H -5.84246 0.90571 -2.93890
H -5.33651 -0.74726 -3.47079
O -2.72224 0.57172 -2.40725
Cl -4.54506 -0.09647 -0.63524
Pm -1.41289 0.30504 -0.48532
P 0.29867 -2.02012 -0.78943
C 1.82606 -2.44582 -1.65162
C 0.42753 -3.20419 0.60119
H -1.96746 -2.75842 -1.41589
H -0.69368 -3.87772 -1.98269
H -0.96220 -2.34147 -2.86580
C -0.96271 -2.81910 -1.86984
H -0.46485 -3.11523 1.23734
H 0.50718 -4.22202 0.19267
H 1.82983 -3.51436 -1.88062
H 2.68367 -2.20633 -1.00958
H 1.32175 -2.95201 1.18648
H 1.91714 -1.87323 -2.58299
C 1.11287 0.63067 -1.18084
O 2.25169 0.80437 -1.26422
Cl -2.20405 -1.08796 1.47437
C -0.63136 4.23029 1.18401
S -0.83960 2.45041 1.01457
C -0.37156 1.87804 2.65304
H -0.58476 4.67527 0.18649
H 0.30096 4.45551 1.71593
H -1.49813 4.60510 1.72435
H 0.65248 2.18906 2.88329
H -1.07256 2.33950 3.36338
H -0.47321 0.78454 2.68798
*
```

## Properties
F_max = 4.6 eV/A
HOMO-LUMO gap (alpha / beta) = 8.310 / 8.440 eV
E = -74393.4863 eV
HOMO level (alpha / beta) = -16.00 / -16.02 eV

---

Record 6
ORCA calculation (ωB97M-V with the def2-TZVPD basis set) on an isolated ion of composition C8H18IN2O5S and charge +1.

ORCA input file:
```
! RIJCOSX wB97M-V def2-TZVPD def2/J DEFGRID3
* xyz 1 1
C -0.79229 -2.98957 1.10786
C -1.03062 -1.58588 1.63362
I -2.75066 -1.57360 2.92013
C 0.19531 -1.02265 2.35677
N 0.50409 0.43002 2.06120
C 1.38563 0.68442 0.83717
C 1.28645 -0.24234 -0.36375
C 0.07989 -0.08325 -1.29052
C 0.45735 -0.31435 -2.75677
S 0.71169 1.24566 -3.56632
O 1.09636 1.04671 -4.92494
O 1.48718 2.05097 -2.67323
O -0.77740 1.82891 -3.55466
C -0.69566 1.36714 2.15022
O -1.38356 1.40226 0.96058
N -1.27260 2.81734 0.34944
O -1.89791 2.87219 -0.58985
H -0.69699 -3.71789 1.91303
H 0.12537 -3.02249 0.51211
H -1.61992 -3.30102 0.47251
H -1.32481 -0.91735 0.82868
H 1.09111 -1.57243 2.06575
H 0.09891 -1.09295 3.43857
H 1.08883 0.72258 2.84524
H 1.18337 1.71258 0.53501
H 2.40283 0.64438 1.22500
H 1.43858 -1.28500 -0.07212
H 2.18356 0.03178 -0.92635
H -0.74312 -0.74347 -1.01592
H -0.29738 0.93231 -1.18051
H 1.42235 -0.81530 -2.86570
H -0.28303 -0.87461 -3.32277
H -1.04652 2.03302 -4.46579
H -1.32854 0.97904 2.94971
H -0.29786 2.35284 2.40659
*
```

## Properties
F_max = 0.2 eV/A
HOMO-LUMO gap = 8.869 eV
E = -40731.8292 eV
SMILES = C[C@@H](I)C[N@@H+](CCCCS(=O)(=O)O)CON=O
HOMO level = -12.90 eV

---

Record 7
ORCA calculation (ωB97M-V with the def2-TZVPD basis set) on the molecule C8H18N2 in a non-equilibrium geometry.

ORCA input file:
```
! RIJCOSX wB97M-V def2-TZVPD def2/J DEFGRID3
* xyz 0 1
C 1.70833 -0.13900 1.40709
C 1.57000 -0.11508 -0.09638
C 2.67784 -0.87911 -0.78982
C 1.03095 1.20058 -0.74986
C 0.23829 -0.07358 -0.79449
C -1.15795 -0.22744 -0.19334
C -2.04385 -0.94057 -1.23060
N -1.13727 -0.95563 1.06210
C -1.82866 1.21637 0.11414
N -1.55413 1.78982 1.40867
H 2.60786 0.39854 1.70842
H 0.84577 0.30637 1.89024
H 1.79647 -1.16574 1.76330
H 3.65222 -0.50261 -0.47899
H 2.60550 -0.78745 -1.87157
H 2.63159 -1.93890 -0.53407
H 0.77553 1.99836 -0.07098
H 1.49845 1.54147 -1.66312
H 0.27788 -0.54334 -1.77364
H -2.09596 -0.36467 -2.15172
H -1.64536 -1.92942 -1.46125
H -3.05806 -1.05868 -0.84929
H -2.06950 -1.24987 1.33568
H -0.55116 -1.78002 1.02509
H -2.91014 1.05790 0.05910
H -1.58544 1.94149 -0.66342
H -1.68167 1.08235 2.12575
H -0.59751 2.11783 1.47296
*
```

## Properties
F_max = 1.5 eV/A
HOMO-LUMO gap = 9.723 eV
E = -11567.4348 eV
SMILES = CC1(C)C[C@@H]1[C@@](C)(N)CN
HOMO level = -8.81 eV